{"formula": "C3H8NOP", "method": "wB97M-V/def2-TZVPD", "species": ["H", "H", "H", "H", "O", "P", "N", "H", "H", "C", "C", "H", "C", "H"], "positions_angstrom": [[0.597, 1.124, 1.609], [0.073, -1.185, -1.850], [1.421, 1.473, 0.231], [1.777, -0.844, -1.150], [-3.775, -0.126, 0.970], [-2.430, -0.641, 1.066], [-1.168, 0.193, 0.015], [0.167, -1.233, 0.680], [0.733, 0.425, -1.717], [0.153, -0.292, 0.135], [1.149, 0.642, 0.848], [-1.369, 0.965, -0.606], [0.758, -0.501, -1.282], [1.914, -0.001, 1.050]], "smiles": "CC(C)NP=O", "lumo_energy_ev": 0.1}

{"formula": "C39H42MnN3O4P2S", "method": "wB97M-V/def2-TZVPD", "species": ["C", "C", "H", "C", "C", "C", "C", "C", "H", "H", "O", "N", "C", "C", "H", "H", "H", "C", "O", "H", "C", "H", "C", "C", "H", "H", "H", "N", "H", "C", "H", "C", "C", "C", "H", "H", "C", "Mn", "O", "H", "C", "C", "C", "C", "H", "C", "C", "C", "H", "H", "H", "H", "H", "H", "C", "H", "P", "C", "P", "N", "C", "H", "C", "C", "H", "C", "C", "C", "H", "O", "H", "C", "H", "H", "S", "H", "H", "H", "H", "H", "C", "C", "C", "C", "H", "H", "H", "H", "H", "H", "C", "H"], "positions_angstrom": [[19.735, 17.635, 12.310], [15.754, 12.886, 14.415], [19.138, 12.382, 10.914], [12.225, 18.368, 10.172], [11.299, 11.718, 7.041], [19.554, 14.563, 6.226], [19.075, 15.504, 11.327], [20.130, 15.582, 13.510], [21.178, 15.505, 9.641], [9.333, 15.552, 9.191], [16.897, 15.164, 9.816], [14.500, 16.039, 5.512], [8.586, 15.608, 11.235], [17.049, 10.230, 10.010], [16.373, 17.426, 7.846], [8.791, 16.085, 12.209], [12.655, 19.219, 10.732], [20.912, 14.984, 6.303], [15.657, 12.445, 9.870], [11.811, 17.367, 12.067], [19.327, 14.834, 8.593], [22.569, 15.335, 7.643], [9.482, 16.169, 10.091], [16.657, 11.783, 12.449], [16.564, 12.253, 16.309], [20.456, 15.048, 14.447], [13.088, 17.739, 9.849], [10.917, 16.258, 10.497], [18.681, 17.424, 10.437], [15.517, 17.531, 7.161], [18.241, 10.381, 12.949], [11.830, 15.290, 10.288], [16.930, 7.726, 8.797], [17.250, 10.092, 8.630], [16.957, 6.771, 8.265], [10.687, 10.369, 5.510], [19.137, 16.885, 11.270], [14.846, 14.350, 9.474], [13.202, 13.252, 8.518], [10.344, 18.029, 11.259], [21.519, 15.172, 7.512], [17.467, 11.022, 13.278], [19.539, 14.866, 12.474], [14.981, 16.209, 6.769], [7.532, 15.785, 11.069], [8.808, 11.260, 8.208], [10.390, 10.851, 6.444], [9.633, 12.249, 8.731], [16.187, 9.248, 11.759], [17.703, 14.257, 7.367], [15.031, 13.222, 12.417], [15.082, 13.582, 14.838], [21.481, 15.149, 5.390], [11.671, 18.782, 9.343], [9.187, 10.548, 7.059], [19.089, 14.267, 5.298], [18.263, 14.596, 10.029], [20.379, 16.946, 13.375], [16.754, 11.848, 10.708], [11.371, 14.180, 9.735], [17.316, 11.102, 14.658], [17.350, 8.683, 6.943], [17.208, 8.860, 8.018], [16.552, 12.109, 15.245], [12.315, 11.851, 6.668], [18.342, 12.729, 10.242], [20.676, 15.260, 8.663], [16.708, 7.814, 10.131], [19.373, 13.839, 12.667], [14.975, 15.266, 7.592], [8.789, 14.530, 11.412], [11.320, 17.554, 11.094], [17.517, 10.994, 8.035], [16.388, 6.925, 10.625], [13.407, 15.405, 11.090], [14.608, 16.668, 4.708], [14.771, 18.138, 7.674], [17.811, 10.408, 15.381], [7.916, 11.013, 8.728], [14.152, 15.110, 5.263], [18.759, 14.576, 7.352], [10.969, 12.401, 8.242], [15.736, 12.668, 13.065], [11.976, 13.342, 8.860], [15.913, 18.035, 6.255], [21.046, 17.528, 14.000], [18.524, 12.270, 9.267], [8.560, 9.748, 6.703], [9.288, 12.941, 9.515], [19.721, 18.750, 12.291], [16.650, 9.072, 10.750], [9.080, 17.171, 9.906]], "total_charge": 1, "s2": 8.75, "lumo_energy_ev": [-2.1, -2.1], "multiplicity": 6}

{"formula": "C3H5NO3S", "method": "wB97M-V/def2-TZVPD", "species": ["O", "S", "H", "C", "C", "N", "O", "H", "H", "H", "H", "C", "O"], "positions_angstrom": [[5.626, 0.076, -1.282], [4.970, -0.335, 0.068], [-3.038, -0.506, -0.987], [-0.378, -0.577, -0.326], [-1.261, 0.483, -0.322], [-1.389, -1.512, -0.108], [-1.582, -2.756, -0.609], [4.739, 0.979, 0.802], [-1.395, 1.449, 0.092], [-3.051, -0.416, 0.674], [0.691, -0.768, -0.169], [-2.396, -0.411, -0.189], [5.954, -1.033, 0.933]], "total_charge": -2, "lumo_energy_ev": 6.4}

{"formula": "C14H44O8", "method": "wB97M-V/def2-TZVPD", "species": ["H", "H", "H", "O", "O", "H", "H", "H", "H", "H", "H", "H", "H", "C", "H", "C", "H", "H", "H", "H", "C", "H", "C", "H", "C", "H", "H", "H", "H", "H", "C", "H", "O", "H", "O", "H", "C", "O", "H", "H", "O", "H", "O", "H", "H", "C", "H", "H", "H", "C", "H", "H", "C", "C", "C", "H", "H", "H", "O", "H", "H", "H", "C", "C", "H", "H"], "positions_angstrom": [[-13.358, 3.550, 25.955], [-15.600, 2.606, 20.687], [-12.201, 3.267, 22.105], [-11.414, -1.018, 25.602], [-12.594, 1.548, 21.896], [-19.933, -0.620, 21.441], [-10.597, -4.030, 24.046], [-13.811, -2.974, 24.630], [-12.323, -3.716, 25.942], [-13.745, -2.390, 21.170], [-16.484, 1.165, 23.978], [-14.838, -1.144, 20.452], [-12.800, -6.039, 25.012], [-19.164, -1.117, 21.989], [-11.464, -6.021, 23.893], [-18.586, 2.994, 21.583], [-19.351, 2.593, 20.989], [-14.892, -2.720, 19.788], [-12.860, 0.357, 26.183], [-10.143, 1.013, 21.473], [-12.145, -4.020, 24.895], [-18.767, 2.575, 22.524], [-11.725, 2.275, 22.275], [-17.299, 1.472, 20.889], [-17.421, 2.525, 20.803], [-10.250, 2.317, 23.849], [-15.184, 4.144, 26.096], [-16.668, 2.878, 18.756], [-13.037, -0.161, 24.676], [-13.184, -3.355, 22.917], [-14.751, -2.195, 20.722], [-15.590, -3.247, 22.143], [-14.531, 3.283, 24.180], [-13.637, -1.031, 25.885], [-11.128, -3.433, 24.461], [-14.008, -4.573, 23.838], [-10.518, 2.064, 21.349], [-15.744, -2.384, 21.680], [-9.715, 2.791, 21.521], [-16.106, 0.349, 22.524], [-16.322, 3.031, 21.129], [-10.791, 2.129, 20.264], [-15.700, -0.841, 23.933], [-11.888, 2.566, 24.335], [-18.388, 2.120, 18.875], [-14.253, 3.989, 25.412], [-18.152, 3.813, 19.247], [-17.484, -1.999, 21.285], [-11.283, 0.900, 23.965], [-11.307, 1.989, 23.732], [-18.969, -0.545, 22.865], [-11.366, -5.838, 25.674], [-13.322, -3.723, 23.981], [-15.793, 0.489, 23.504], [-12.757, -0.524, 25.635], [-18.631, 4.073, 21.501], [-14.773, 0.936, 23.561], [-19.619, -2.181, 22.233], [-18.050, -1.231, 21.101], [-15.653, -1.332, 23.105], [-11.400, -1.887, 25.184], [-14.024, 4.971, 25.137], [-17.589, 2.853, 19.351], [-11.892, -5.563, 24.792], [-13.482, 1.807, 22.117], [-15.291, 3.698, 23.807]], "smiles": "CC(C)O.CC(C)O.CC(C)O.CO.CO.CO.CO.CO", "lumo_energy_ev": 0.4}

Values for energy relative to the best compared isomer or geometry (same formula, charge and spin), kJ/mol, ordered as above
0.0, 111.4, 118.2, 772.9